Entry 1:
Computed, not measured: C28H47Cl2InN2PS as an isolated structure at a distorted geometry, with ωB97M-V/def2-TZVPD.

**Charge**: -1
**Kohn-Sham gap**: 3.738 eV
**Total energy**: -3054.5731 a.u.
**Multiplicity**: 1
**E_LUMO**: 0.08397 hartree
**E_HOMO**: -1.45 eV

Each line ends with the Mulliken charge.
Geometry (Å):
P -0.1324 0.6521 -0.8859  -1.421
C -1.7645 0.2291 -1.6699  0.217
C -2.2326 1.0809 -2.8631  -0.468
C -3.6783 0.7094 -3.2333  -0.986
C -3.8229 -0.7872 -3.5354  -0.713
C -3.3117 -1.6371 -2.3656  -0.942
C -1.8648 -1.2665 -2.0155  -0.406
C 1.2644 0.0850 -1.9646  -0.194
C 1.1745 0.5029 -3.4411  -0.708
C 2.4845 0.1631 -4.1695  -0.910
C 2.8316 -1.3251 -4.0307  -0.750
C 2.8889 -1.7438 -2.5558  -0.785
C 1.5789 -1.4130 -1.8303  0.557
C -0.0417 2.5065 -1.0284  -0.161
C -1.1881 3.1564 -0.2329  -0.589
C -1.1805 4.6810 -0.3959  -0.898
C 0.1748 5.2787 0.0016  -0.666
C 1.3179 4.6189 -0.7770  -0.865
C 1.3138 3.0939 -0.6006  -0.501
H -2.4538 0.4123 -0.8327  0.730
H -1.5786 0.9184 -3.7287  0.163
H -2.1888 2.1476 -2.6217  0.264
H -4.0046 1.3058 -4.0942  0.417
H -4.3347 0.9732 -2.3926  0.368
H -4.8695 -1.0293 -3.7560  0.410
H -3.2426 -1.0313 -4.4373  0.321
H -3.9445 -1.4698 -1.4835  0.389
H -3.3755 -2.7040 -2.6124  0.394
H -1.5064 -1.8756 -1.1795  -0.273
H -1.2203 -1.4883 -2.8763  0.191
H 2.1141 0.6070 -1.5033  0.894
H 3.2966 0.7661 -3.7392  0.370
H 0.9621 1.5743 -3.5342  0.252
H 0.3461 -0.0318 -3.9232  0.186
H 2.4056 0.4412 -5.2278  0.414
H 3.7859 -1.5379 -4.5275  0.431
H 2.0646 -1.9220 -4.5458  0.316
H 3.0995 -2.8167 -2.4702  0.398
H 3.7117 -1.2144 -2.0556  0.388
H 1.6601 -1.6659 -0.7725  -1.392
H 0.7671 -2.0162 -2.2521  0.332
H -0.1843 2.7366 -2.0937  0.674
H -2.1553 2.7387 -0.5303  0.432
H -1.0737 2.8976 0.8283  0.148
H -1.3947 4.9331 -1.4447  0.327
H -1.9850 5.1209 0.2062  0.393
H 0.3384 5.1192 1.0756  0.288
H 0.1761 6.3633 -0.1617  0.394
H 2.2840 5.0238 -0.4524  0.416
H 1.2150 4.8579 -1.8456  0.342
H 2.1255 2.6574 -1.1908  0.183
H 1.5168 2.8308 0.4441  0.214
In 0.0000 0.0002 1.4000  0.998
Cl 2.3875 0.2332 1.2118  -0.479
Cl -2.3783 0.3330 1.6336  -0.492
C -0.3520 -1.7915 1.1358  -1.144
H -1.4119 -2.0101 0.9256  0.404
C 0.4420 -3.0144 1.1620  1.403
C 1.8502 -3.0585 1.2089  0.010
C 2.5180 -4.2763 1.2164  -0.899
C 1.8029 -5.4782 1.1890  -0.497
C 0.4074 -5.4554 1.1460  -0.497
C -0.2636 -4.2370 1.1276  -0.678
H 2.3975 -2.1214 1.2270  0.218
H 3.6040 -4.2928 1.2476  0.351
H -0.1537 -6.3855 1.1240  0.353
H -1.3500 -4.2112 1.0887  0.332
H 2.3316 -6.4274 1.2003  0.341
C 1.5043 -0.8705 7.0219  -0.842
N 1.1306 -0.6533 5.6398  -0.161
C 0.0000 0.0002 5.0199  0.345
S 0.0000 0.0002 3.4000  0.264
N -1.1311 0.6518 5.6409  -0.149
C -1.5043 0.8674 7.0234  -0.850
H 0.8373 -0.4866 7.7742  0.307
H 2.4956 -0.4045 7.2028  0.267
H 1.5965 -1.9623 7.2011  0.269
H 1.8215 -1.0518 4.9840  0.190
H -1.8227 1.0500 4.9859  0.208
H -1.5979 1.9589 7.2035  0.266
H -2.4949 0.4000 7.2045  0.266
H -0.8363 0.4841 7.7750  0.312

Entry 2:
Computed, not measured: C28H47Cl3CuN3SbSi3 as an isolated structure, with ωB97M-V/def2-TZVPD.

**Kohn-Sham gap (alpha / beta)**: 7.353 / 7.259 eV
**Total energy**: -5389.1714 a.u.
**Multiplicity**: 2
**E_LUMO (alpha / beta)**: 0.01074 / -0.01001 hartree
**⟨S²⟩**: 0.756
**E_HOMO (alpha / beta)**: -7.06 / -7.53 eV

Each line ends with the Mulliken charge.
Geometry (Å):
Cu -0.7804 1.5837 0.1875  0.543
C -0.4981 -3.3194 -0.0416  -1.456
Sb -0.1139 -1.4099 0.8804  -0.158
C -1.6370 -0.2155 -0.1153  1.339
C -1.8915 -0.4584 -1.5730  -0.636
C -1.6125 0.5155 -2.5456  -0.680
C -1.9390 0.2961 -3.8679  -0.626
C -2.5382 -0.9016 -4.2254  -0.663
C -2.7790 -1.8194 -3.2168  -0.692
N -2.4768 -1.6159 -1.9338  -0.071
Si -3.1940 -0.5611 0.8852  0.489
C -2.9856 0.0773 2.6412  -0.756
C -4.6446 0.2684 0.0560  -0.880
C -3.6530 -2.3662 1.1049  -1.324
C 1.9522 -1.0481 0.0261  3.006
C 2.2653 0.4225 -0.1414  -2.311
C 3.6084 0.8383 -0.2182  -0.856
C 3.9498 2.1581 -0.3907  -1.107
C 2.9378 3.1036 -0.4882  -1.217
C 1.6466 2.6490 -0.3901  -0.175
N 1.2979 1.3545 -0.2202  1.157
Si 2.9855 -1.7293 1.4964  0.738
C 4.8097 -2.0367 1.1555  -1.248
C 2.3350 -3.3641 2.1362  -1.240
C 2.9045 -0.5058 2.9055  -1.051
Si 2.3974 -1.9235 -1.6150  -0.077
C 2.7322 -3.7534 -1.4253  -1.038
C 3.9685 -1.2458 -2.3960  -1.251
C 1.1200 -1.6338 -2.9263  -0.794
H -1.5388 -3.5626 0.1671  0.408
H 0.1459 -4.0702 0.4116  0.476
H -0.3671 -3.2994 -1.1203  0.319
H -1.1429 1.4463 -2.2490  0.714
H -1.7291 1.0529 -4.6152  0.411
H -2.8157 -1.1168 -5.2488  0.430
H -3.2493 -2.7712 -3.4452  0.455
H -2.7427 1.1412 2.6647  -0.092
H -2.1906 -0.4699 3.1602  0.265
H -3.9133 -0.0758 3.2043  0.502
H -4.5537 1.3537 0.0949  0.116
H -5.5798 -0.0198 0.5469  0.468
H -4.7094 -0.0278 -0.9962  0.263
H -2.9719 -2.8756 1.7964  0.281
H -3.6555 -2.9037 0.1543  0.297
H -4.6565 -2.4130 1.5407  0.423
H 4.3834 0.0924 -0.1512  0.405
H 4.9917 2.4487 -0.4508  0.476
H 3.1382 4.1575 -0.6242  0.514
H 0.8270 3.3593 -0.4366  -0.092
H 4.9964 -2.6157 0.2509  0.339
H 5.1969 -2.6186 1.9988  0.474
H 5.3982 -1.1173 1.1045  0.373
H 2.3606 -4.1545 1.3852  0.362
H 1.3186 -3.2910 2.5283  0.308
H 2.9848 -3.6696 2.9634  0.481
H 3.1413 0.5133 2.5857  0.336
H 3.6246 -0.7948 3.6779  0.458
H 1.9057 -0.4975 3.3530  0.101
H 3.6256 -3.9373 -0.8233  0.286
H 2.9287 -4.1501 -2.4272  0.435
H 1.9070 -4.3209 -1.0005  0.351
H 4.8613 -1.3492 -1.7768  0.304
H 3.8752 -0.1977 -2.6903  0.355
H 4.1323 -1.8287 -3.3090  0.419
H 0.1445 -2.0641 -2.6971  0.081
H 1.4737 -2.0695 -3.8667  0.543
H 0.9797 -0.5619 -3.0864  0.187
Cl -0.4635 0.5131 6.0772  -0.099
C -0.5489 2.0336 5.1821  0.737
Cl 0.5955 3.2055 5.8454  -0.110
Cl -2.1811 2.6833 5.2189  -0.076
C -0.1714 1.7567 3.7890  -0.476
N 0.1325 1.5149 2.7131  -0.220
C -3.3593 3.6765 -1.3971  -1.327
C -2.4296 4.1421 -0.2805  0.617
C -1.2048 4.8170 -0.8870  -1.626
C -2.0748 3.0181 0.7022  -1.411
H -3.5696 4.4879 -2.0994  0.490
H -4.3137 3.3251 -1.0032  0.324
H -2.9088 2.8494 -1.9540  0.127
H -2.9691 4.9159 0.2840  0.375
H -0.7134 4.1430 -1.5997  0.268
H -0.4794 5.1044 -0.1190  0.360
H -1.4824 5.7184 -1.4402  0.520
H -2.9939 2.5666 1.0752  0.364
H -1.5570 3.4479 1.5750  0.962

- multiplicity of number 1 (C28H47Cl2InN2PS)?
  1

- Look up the total energy of the first one.
  -3054.5731 a.u.

- Among the records above, which one has the highest total energy?
  C28H47Cl2InN2PS